C5H9NO2 | ωB97M-V/def2-TZVPD

```
17
Properties=species:S:1:pos:R:3:forces:R:3:nbo_charge:R:1
C -1.8989 -0.3891 0.6633 -1.60 -3.49 -1.16 -0.641
C -0.8167 -0.2634 -0.3706 1.51 0.47 0.02 -0.124
C 1.2526 -1.1573 -0.4303 1.80 -0.41 -0.23 0.094
C 1.5101 0.3079 -0.3784 1.80 1.52 1.67 -0.009
C 0.0409 0.8237 0.1343 3.05 4.35 -0.05 0.010
H -2.3994 0.5939 0.9769 0.32 -1.79 -0.94 0.250
H -1.4584 -0.9096 1.5605 -0.20 0.89 -0.80 0.235
H -2.4447 -1.3192 0.1300 -0.44 2.36 1.75 0.231
H -0.9286 -0.0279 -1.4654 -1.31 0.53 0.70 0.237
H 2.1545 -1.9173 -0.2008 -2.17 1.38 -1.21 0.201
H 1.8907 0.8734 -1.3503 -1.18 -1.26 1.91 0.229
H 2.5180 -0.5820 1.2448 0.75 5.03 -2.83 0.441
H -0.2146 1.2868 1.1826 1.46 -2.61 -0.57 0.256
H -1.6774 1.5538 -1.4225 2.82 1.41 1.64 0.241
N 0.0405 -1.4364 -0.4943 -1.42 -2.59 1.17 -0.403
O 2.6363 0.4380 0.5815 -1.76 -4.35 2.25 -0.687
O -0.2047 2.1247 -0.3612 -3.45 -1.42 -3.34 -0.559
```
Forces are in eV/Å.

For the energy above the lowest of the compared OMol25 structures with the same formula, charge and spin, the calculation gives 9.794 eV. The LUMO energy is -1.91 eV. The value obtained for the frontier orbital gap is 7.4011 eV. As for the net charge: 0. Its electronic energy is -10906.782 eV. The HOMO energy comes out at -9.31 eV.